1.
ORCA calculation (ωB97M-V/def2-TZVPD) on an isolated molecule of C5H6O.

## Properties
Lowest unoccupied orbital energy = -0.1 eV
Total energy = -269.1796 Ha
HOMO energy = -9.9 eV

```
! RIJCOSX wB97M-V def2-TZVPD def2/J DEFGRID3
* xyz 0 1
C -1.07359 1.05289 0.02987
C -0.09342 -0.07737 0.23620
O -0.36489 -0.74815 1.40356
C 0.45082 -0.78484 -0.94071
C 1.47912 -0.12918 -0.10599
C 2.47073 0.10263 0.66482
H -2.05665 0.58622 -0.13367
H -0.84069 1.65101 -0.85291
H -1.15722 1.69220 0.91063
H 0.29409 -0.28645 -1.89500
H 0.43081 -1.87018 -0.96956
H 0.46088 -1.18878 1.65278
*
```

Atom charges from the natural (NBO) analysis, given in e for atoms 1 to 8: atom 1 (C): -0.636, atom 2 (C): 0.403, atom 3 (O): -0.680, atom 4 (C): -0.429, atom 5 (C): -0.480, atom 6 (C): 0.147, atom 7 (H): 0.235, atom 8 (H): 0.226

***

2.
ORCA calculation (ωB97M-V/def2-TZVPD) on a structure of composition C14H17IrN5OS2Te.

## Properties
Lowest unoccupied orbital energy (alpha / beta) = -9.8 / -9.3 eV
Total energy = -2060.7136 Ha
HOMO energy (alpha / beta) = -12.6 / -13.4 eV

```
! RIJCOSX wB97M-V def2-TZVPD def2/J DEFGRID3
* xyz 2 2
Ir -0.51244 0.41008 1.55581
N -3.36184 3.63678 0.43961
C -2.32174 2.83388 0.60121
S -2.67274 1.15518 1.10831
N -1.11924 3.23078 0.34991
N -0.06174 2.49948 0.65491
C 1.11426 2.91308 0.28851
C 2.35506 2.27788 0.58181
C 3.52316 2.76108 -0.02359
C 4.75606 2.19038 0.21941
C 4.86686 1.11858 1.11651
C 3.75606 0.62458 1.75001
C 2.45896 1.15138 1.48211
O 1.43666 0.60258 2.01411
H -4.29954 3.30808 0.60441
H -3.21854 4.61158 0.20961
H 1.15906 3.83928 -0.28199
H 3.44626 3.59138 -0.70729
H 5.63796 2.57548 -0.26939
H 5.83516 0.67828 1.30531
H 3.81746 -0.18492 2.46181
C -4.49784 -1.91972 1.66921
Te -3.09194 -2.08012 0.04681
C -2.57324 -4.07442 0.62721
H -4.03144 -2.22862 2.60371
H -5.35084 -2.56832 1.47651
H -4.84664 -0.89422 1.74911
H -3.45034 -4.71322 0.55821
H -2.21154 -4.04252 1.65341
H -1.79294 -4.44982 -0.02749
S -0.12744 -1.90902 0.69231
C 0.07296 -1.76802 -0.99929
N 1.33896 -1.56982 -1.50449
C 1.55316 -1.53342 -2.84229
C 0.49646 -1.68412 -3.69529
C -0.77774 -1.89382 -3.12269
N -0.95794 -1.93282 -1.81789
H 2.11246 -1.50112 -0.85089
H 2.56746 -1.37942 -3.18249
H 0.63156 -1.64992 -4.76169
H -1.65834 -2.03232 -3.73299
*
```

Atom charges from the natural (NBO) analysis, given in e for atoms 1 to 8: atom 1 (Ir): 0.882, atom 2 (N): -0.743, atom 3 (C): 0.299, atom 4 (S): -0.140, atom 5 (N): -0.358, atom 6 (N): -0.278, atom 7 (C): 0.139, atom 8 (C): -0.202

***

3.
ORCA calculation (ωB97M-V/def2-TZVPD) on a cluster of 2 separate species, CH7N4OS in total.

## Properties
Lowest unoccupied orbital energy = -4.3 eV
Total energy = -734.4044 Ha
HOMO energy = -12.6 eV

```
! RIJCOSX wB97M-V def2-TZVPD def2/J DEFGRID3
* xyz 1 1
C 0.49725 -0.59496 -0.12926
N 1.66984 -1.13582 -0.04696
N 0.36775 0.80873 -0.03435
N -0.65065 -1.21877 0.04879
N 2.59619 -0.16392 0.03577
O -2.84649 0.51327 -0.05817
S 1.96151 1.37188 0.02930
H -3.65295 0.05204 -0.23559
H -0.38530 1.23267 0.46845
H -0.69748 -2.29911 0.32948
H -1.48437 -0.78928 -0.30008
H -3.03031 0.90668 0.78737
H 3.48718 -0.34467 0.42812
H 2.16783 1.66125 -1.32288
*
```

Atom charges from the natural (NBO) analysis, given in e for atoms 1 to 8: atom 1 (C): 0.510, atom 2 (N): -0.290, atom 3 (N): -0.765, atom 4 (N): -0.804, atom 5 (N): -0.612, atom 6 (O): -0.957, atom 7 (S): 1.069, atom 8 (H): 0.493

***

4.
ORCA calculation (ωB97M-V/def2-TZVPD) on the ion C18H21N2OS with charge +1.

## Properties
Lowest unoccupied orbital energy = -2.6 eV
SMILES = C[N@@H+](Cc1nc2ccccc2s1)C[C@H](O)Cc1ccccc1
Total energy = -1281.1342 Ha
HOMO energy = -11.4 eV

```
! RIJCOSX wB97M-V def2-TZVPD def2/J DEFGRID3
* xyz 1 1
N -0.70659 2.82728 0.20431
O 3.22731 -2.66016 -1.09472
S 1.00547 3.19552 -1.69571
C 0.05880 2.15548 -0.62451
C -1.13078 -1.76996 3.33083
C -1.32900 6.51983 0.23338
C -0.31102 6.96366 -0.64704
C 0.15916 -2.00548 3.70564
C -1.59893 -2.01171 2.03381
C -1.55444 5.11822 0.49905
C 0.43168 6.00696 -1.31278
C 0.98226 -2.56399 2.71986
C -0.71842 -2.57286 1.06354
C -0.67311 4.17762 -0.08158
C 0.25001 4.59881 -1.02684
C 0.59661 -2.80186 1.40809
C 1.51329 -3.36834 0.44369
C 2.00755 0.71653 1.21519
C 0.22639 0.64060 -0.75306
C 1.90276 -0.99146 -0.57403
C 2.45889 -2.26525 0.09183
N 1.13405 -0.02182 0.25126
H 3.50875 -3.56470 -0.96985
H -1.74781 -1.18893 4.06861
H -1.99142 7.26745 0.55639
H -0.07895 7.94733 -0.86895
H 0.41397 -1.84451 4.75576
H -2.65205 -1.74433 1.68852
H -2.31996 4.61835 1.14489
H 1.11984 6.47362 -2.04738
H 2.08679 -2.88153 2.89025
H -1.08332 -3.05056 0.18983
H 2.04836 -4.12523 0.89222
H 1.04684 -3.94672 -0.35604
H 2.76214 -0.04482 1.54199
H 2.51308 1.56613 0.69531
H 1.55166 1.05974 2.18181
H -0.67140 0.15179 -0.51079
H 0.53268 0.38610 -1.84227
H 2.80815 -0.50812 -0.90656
H 1.43592 -1.18321 -1.54660
H 3.04719 -1.92943 1.00339
H 0.49220 -0.59143 0.80387
*
```

Atom charges from the natural (NBO) analysis, given in e for atoms 1 to 8: atom 1 (N): -0.395, atom 2 (O): -0.715, atom 3 (S): 0.405, atom 4 (C): 0.022, atom 5 (C): -0.213, atom 6 (C): -0.187, atom 7 (C): -0.187, atom 8 (C): -0.206

***

5.
ORCA calculation (ωB97M-V/def2-TZVPD) on a structure of composition C4H4Br2Cl2O2S.

## Properties
Lowest unoccupied orbital energy = -0.5 eV
Total energy = -6771.7964 Ha
HOMO energy = -9.4 eV

```
! RIJCOSX wB97M-V def2-TZVPD def2/J DEFGRID3
* xyz 0 1
C 1.55254 0.20803 -1.90866
C -0.60827 -1.24027 1.74692
C 1.86104 0.45992 -0.64188
C -1.11003 -1.30791 0.53828
O -1.12191 1.65645 1.30343
O -1.26050 1.78544 -1.15065
S -1.83124 1.99708 0.14179
Cl 2.62598 -0.73759 0.41121
Cl -0.45923 -2.23840 -0.71911
Br 1.64769 2.07480 0.18076
Br -2.95184 -0.56618 0.29260
H 1.05267 0.99331 -2.32138
H 1.48357 -0.75943 -2.21668
H -1.18728 -0.56271 2.42416
H 0.30680 -1.76253 1.91921
*
```

Atom charges from the natural (NBO) analysis, given in e for atoms 1 to 8: atom 1 (C): -0.425, atom 2 (C): -0.417, atom 3 (C): -0.151, atom 4 (C): -0.127, atom 5 (O): -0.879, atom 6 (O): -0.872, atom 7 (S): 1.676, atom 8 (Cl): -0.012

***

6.
ORCA calculation (ωB97M-V/def2-TZVPD) on a structure of composition C19H21N4O2STi.

## Properties
Lowest unoccupied orbital energy = -12.4 eV
Total energy = -2352.7490 Ha
HOMO energy = -16.9 eV

```
! RIJCOSX wB97M-V def2-TZVPD def2/J DEFGRID3
* xyz 3 1
Ti 0.40364 0.84195 0.69917
C -0.19396 -2.07185 2.47487
C -0.43596 -0.60005 2.35397
C 0.46224 0.32805 2.94817
C 0.22224 1.72745 2.87137
C 1.06614 2.69285 3.62947
C -0.90946 2.18655 2.14937
C -1.87046 1.28665 1.62727
C -3.16696 1.78555 1.09917
C -1.59456 -0.10135 1.70807
H 0.68664 -2.36695 1.88847
H -1.05236 -2.65405 2.13917
H 0.00144 -2.33975 3.51687
H 1.25584 -0.05255 3.59747
H 1.17354 3.64945 3.11547
H 2.04574 2.28655 3.87807
H 0.56234 2.91195 4.57907
H -1.14326 3.25455 2.14237
H -3.03336 2.63385 0.42747
H -3.76946 2.15655 1.93517
H -3.74036 1.00605 0.60137
H -2.37436 -0.80195 1.40837
N -3.07396 -3.51135 -4.47973
C -2.22366 -2.70025 -3.86423
C -2.27526 -2.52145 -2.45203
C -1.41576 -1.65775 -1.82553
C -0.47616 -0.95355 -2.58473
C -0.38876 -1.10815 -3.96983
C -1.24986 -1.97145 -4.59863
S 0.57534 0.14125 -1.73603
O 1.55794 0.85255 -2.45043
O -0.30126 1.12865 -0.88143
N 1.24374 -0.56885 -0.34303
C 2.47814 0.05365 -0.16193
N 2.33744 1.19315 0.58777
C 3.43374 1.95405 0.76767
C 4.64224 1.58935 0.19657
C 4.66374 0.42135 -0.56913
N 3.58264 -0.33155 -0.73143
H -3.78586 -4.02085 -3.97073
H -3.03406 -3.63925 -5.48213
H -3.00306 -3.08275 -1.88543
H -1.43566 -1.51205 -0.75173
H 0.34624 -0.55005 -4.52533
H -1.19266 -2.10015 -5.66873
H 3.32234 2.86695 1.35167
H 5.52694 2.19625 0.32897
H 5.55014 0.07285 -1.09073
*
```

Atom charges from the natural (NBO) analysis, given in e for atoms 1 to 8: atom 1 (Ti): 1.584, atom 2 (C): -0.661, atom 3 (C): 0.025, atom 4 (C): -0.210, atom 5 (C): 0.025, atom 6 (C): -0.665, atom 7 (C): -0.260, atom 8 (C): 0.108

***

7.
ORCA calculation (ωB97M-V/def2-TZVPD) on the ion C4H10O2PS with charge -1.

## Properties
Lowest unoccupied orbital energy = 3.8 eV
SMILES = CO[C@@H](O)CP(C)[S-]
Total energy = -1048.4404 Ha
HOMO energy = -3.0 eV

```
! RIJCOSX wB97M-V def2-TZVPD def2/J DEFGRID3
* xyz -1 1
C 1.28229 2.32274 0.81899
C -0.42000 -2.96682 -0.03167
C -0.51261 1.16345 -0.18923
C -0.16773 -0.14473 0.49628
O 0.01301 1.24182 -1.42377
O -0.12981 2.25761 0.70789
P -1.52649 -1.38350 -0.29183
S -1.62157 -0.99500 -2.19114
H 1.84748 2.74568 -0.14888
H 1.72588 1.34544 0.86779
H 1.41880 3.07241 1.68000
H -0.14089 -3.15818 1.04630
H -0.76748 -3.90590 -0.53550
H 0.48802 -2.86131 -0.49091
H -1.58543 1.17119 -0.23898
H -0.49766 0.52488 -1.84417
H 0.81160 -0.47485 0.22565
H -0.21744 0.04509 1.54318
*
```

Atom charges from the natural (NBO) analysis, given in e for atoms 1 to 8: atom 1 (C): -0.267, atom 2 (C): -0.931, atom 3 (C): 0.364, atom 4 (C): -0.730, atom 5 (O): -0.780, atom 6 (O): -0.559, atom 7 (P): 0.548, atom 8 (S): -0.773

***

8.
ORCA calculation (ωB97M-V/def2-TZVPD) on an isolated molecule of C7H9N.

## Properties
Lowest unoccupied orbital energy = 0.9 eV
SMILES = CC#CN1C=C1CC
Total energy = -326.6422 Ha
HOMO energy = -7.5 eV

```
! RIJCOSX wB97M-V def2-TZVPD def2/J DEFGRID3
* xyz 0 1
C 0.96616 -2.27374 0.26897
C -2.23389 -0.40667 -0.15652
C -1.17177 -0.99842 -0.28158
C 1.31807 -1.05755 -0.04531
C -3.46216 0.37364 -0.06226
C 1.75623 1.55620 0.14531
C 2.31520 0.08045 -0.03106
N -0.01488 -1.64742 -0.59539
H 0.97849 -3.20714 0.82329
H -4.16970 0.29102 -0.94478
H -3.20309 1.41456 -0.07546
H -4.06522 -0.15812 0.76339
H 1.25345 1.97705 -0.80509
H 2.61993 2.11683 0.31771
H 1.20734 1.89837 0.99914
H 3.02621 0.02268 0.68725
H 2.87963 0.01828 -1.00763
*
```

Atom charges from the natural (NBO) analysis, given in e for atoms 1 to 8: atom 1 (C): -0.060, atom 2 (C): -0.089, atom 3 (C): 0.132, atom 4 (C): 0.191, atom 5 (C): -0.685, atom 6 (C): -0.604, atom 7 (C): -0.442, atom 8 (N): -0.476

***

no.,largest force on an atom (eV/Å)
1,1.01
2,4.29
3,4.68
4,3.88
5,3.52
6,3.22
7,4.38
8,4.68